# 1
The following is a quantum chemistry calculation of a cluster of 2 separate species, C2H8N5 in total, from the Open Molecules 2025 dataset.

**HOMO-LUMO gap (alpha / beta)**: 0.354 / 0.354 Eh
**DFT total energy**: -354.3726 Eh
**ΔE to the lowest compared entry with this formula, charge and spin**: 115.5 kcal/mol
**Total charge**: +1

The geometry in XYZ format:
```
15
C2H8N5 | the Open Molecules 2025 dataset | ωB97M-V/def2-TZVPD
C 1.1766 1.1741 0.4300
C -0.1708 -2.0964 -0.1474
N 2.0302 0.6351 -0.5153
N 1.7818 -0.4580 -0.8529
N 0.1459 0.2204 0.6351
N 0.4705 -0.7954 -0.0176
N -1.5383 1.0219 -0.2322
H 1.7199 1.1788 1.3690
H 0.8355 2.1773 0.2482
H -1.1823 -1.7723 -0.3538
H 0.4215 -2.6567 -0.7747
H -0.1970 -2.4225 0.9493
H -1.4905 2.0645 0.2393
H -2.1940 0.5941 0.2458
H -1.8091 1.1350 -1.2226
```


# 2
The following is a quantum chemistry calculation of a cluster of 14 separate species, C12H52O14 in total, from the Open Molecules 2025 dataset.

**HOMO-LUMO gap**: 0.361 Eh
**DFT total energy**: -1541.7665 Eh
**ΔE to the lowest compared entry with this formula, charge and spin**: 0.0 kcal/mol
**Total charge**: 0

The geometry in XYZ format:
```
78
C12H52O14 | the Open Molecules 2025 dataset | ωB97M-V/def2-TZVPD
O 4.2651 -1.0662 -2.8280
H 4.9109 -0.5154 -2.3635
H 4.1659 -1.8514 -2.2675
O -0.1726 -4.9763 -2.4155
H 0.2955 -4.7055 -3.2292
H -0.6345 -5.7942 -2.6559
O 1.8778 -3.7931 0.3709
H 1.4525 -2.9132 0.3278
H 1.9118 -4.1284 -0.5360
O 1.6282 -1.6307 3.5657
H 1.5168 -1.3620 4.4862
H 0.7520 -1.5147 3.1661
O -3.9680 -2.7258 0.8068
H -3.6511 -2.6145 -0.1231
H -3.5784 -3.5618 1.0925
O -1.0705 -2.3610 2.1785
H -1.0236 -3.3104 1.9588
H -1.9962 -2.1968 2.4209
O 1.2492 -3.4945 -4.9232
H 1.5274 -2.5504 -5.0131
H 1.2441 -3.8467 -5.8216
O -0.8060 -5.1058 0.4157
H 0.0656 -5.3073 0.7864
H -0.6070 -5.0418 -0.5410
O 2.1634 -0.8298 -4.8125
H 2.7752 -0.3799 -5.4079
H 2.6463 -0.9180 -3.9596
O -3.4031 -2.4155 -1.9985
H -3.9657 -1.7823 -2.4670
H -2.8439 -2.8152 -2.6792
C -1.7437 4.0363 -1.9911
C -1.6958 4.5821 -0.5803
C -2.1945 3.5613 0.4360
O -0.3219 4.9246 -0.3131
H -2.7811 3.8396 -2.2759
H -1.1976 3.0956 -2.0351
H -1.3377 4.7630 -2.6930
H -2.3157 5.4720 -0.4215
H -3.2138 3.2547 0.1739
H -2.2240 4.0430 1.4151
H -1.5909 2.6571 0.5047
H -0.2793 5.5282 0.4355
C 4.2972 2.7998 0.6398
C 3.0007 1.9623 0.5075
C 2.0820 2.6018 -0.5284
O 3.3847 0.6291 0.0646
H 4.7325 2.9766 -0.3363
H 4.9217 2.3726 1.4227
H 4.0137 3.7829 1.0557
H 2.5491 1.9395 1.5102
H 2.5987 2.6169 -1.4930
H 1.8951 3.6526 -0.3049
H 1.1151 2.0955 -0.5951
H 2.6078 0.2897 -0.4094
C -1.3367 -0.2015 -0.9114
C -0.2592 -1.2632 -0.9731
C 0.6306 -1.0455 -2.1652
O 0.5687 -1.1584 0.1848
H -2.1158 -0.4891 -0.1963
H -1.7693 0.0235 -1.8817
H -0.9283 0.7169 -0.4731
H -0.7047 -2.2621 -1.0104
H 1.4732 -1.7529 -2.2208
H 1.0284 -0.0285 -2.2118
H 0.1649 -1.2308 -3.1432
H -0.0461 -1.4168 0.8998
C -0.5213 1.1965 3.6189
C -1.8569 1.7394 4.0291
C -2.4278 1.0761 5.2715
O -1.6480 3.1470 4.3120
H -0.6300 0.1775 3.2381
H 0.2059 1.1297 4.4389
H 0.0107 1.7943 2.8764
H -2.5819 1.6468 3.2094
H -2.6426 0.0051 5.1536
H -3.3697 1.5456 5.5766
H -1.7650 1.1518 6.1384
H -2.5085 3.5305 4.5169
```


# 3
The following is a quantum chemistry calculation of an isolated molecule of C5H6N2, from the Open Molecules 2025 dataset.

**HOMO-LUMO gap**: 0.355 Eh
**DFT total energy**: -303.5401 Eh
**ΔE to the lowest compared entry with this formula, charge and spin**: 60.2 kcal/mol
**Structure (SMILES)**: N#CN1C=CCC1
**Total charge**: 0

The geometry in XYZ format:
```
13
C5H6N2 | the Open Molecules 2025 dataset | ωB97M-V/def2-TZVPD
C -2.9005 0.0151 -0.0121
C 0.3814 1.1720 -0.0502
C -0.8553 1.4771 0.2452
C 0.6801 -0.2960 -0.1893
C -0.6265 -0.9868 0.3165
N -4.0202 0.0226 -0.3194
N -1.6231 0.0213 0.3677
H 1.2736 1.7758 -0.2230
H -1.3275 2.4027 0.3981
H 0.8751 -0.4890 -1.1560
H 1.4498 -0.5026 0.5240
H -1.0373 -1.8850 -0.4145
H -0.3457 -1.5386 1.1962
```


# 4
The following is a quantum chemistry calculation of a cluster of 2 separate species, C4H12N2O in total, from the Open Molecules 2025 dataset.

**HOMO-LUMO gap**: 0.278 Eh
**DFT total energy**: -344.1774 Eh
**ΔE to the lowest compared entry with this formula, charge and spin**: 130.3 kcal/mol
**Total charge**: 0

The geometry in XYZ format:
```
19
C4H12N2O | the Open Molecules 2025 dataset | ωB97M-V/def2-TZVPD
C 0.4756 -0.6296 -0.1917
C 0.8468 0.7468 -0.3575
C -1.8482 0.4930 -0.9320
C 0.8648 -1.4315 1.0067
N -0.7674 0.4602 0.0485
N -1.0910 0.8133 1.3732
O 2.7125 -0.2034 -0.7456
H 3.0379 -0.1697 -1.6530
H 0.2642 -1.1756 -1.1022
H -1.8234 0.2028 1.7264
H -1.4148 1.7769 1.3978
H 0.8386 1.1949 -1.3398
H 1.3009 1.2719 0.4695
H -2.2660 1.5019 -0.9988
H -1.4575 0.2150 -1.9101
H -2.6382 -0.2087 -0.6488
H 0.8562 -0.8267 1.9116
H 1.8950 -1.7335 0.8106
H 0.2140 -2.2982 1.1354
```